Record 1
Entry from the Open Molecules 2025 dataset: the molecule C19H26N4O3S (wB97M-V/def2-TZVPD).

Structure (XYZ):
```
53
Properties=species:S:1:pos:R:3:forces:R:3:lowdin_charge:R:1
C -6.87846 -1.22813 0.38384 0.0 0.0 0.0 -0.05
C -5.77071 -0.26715 0.07329 0.0 0.2 0.0 -0.27
C -6.06177 1.05315 -0.24227 0.1 0.0 0.0 -0.02
C -5.05325 1.95735 -0.54715 0.0 -0.1 0.0 -0.28
C -5.38364 3.38507 -0.86456 0.0 0.0 0.1 -0.05
C -3.73782 1.52288 -0.53177 0.0 -0.1 0.0 0.00
C -3.42939 0.20216 -0.21738 -0.3 0.0 0.0 -0.20
N -2.07825 -0.16508 -0.22274 0.0 0.5 -0.1 0.14
C -1.50703 -1.36419 0.06819 0.6 0.1 -0.2 -0.43
O -2.10650 -2.36977 0.37957 -0.1 -0.2 0.1 0.09
C 0.01474 -1.29300 -0.00513 -0.2 -0.4 0.2 -0.24
C 0.54205 -0.63883 1.28363 0.0 0.1 -0.1 -0.12
C 2.05401 -0.90418 1.42106 -0.1 0.3 0.4 -0.17
N 2.66522 -1.25589 0.16082 0.2 0.7 -0.8 -0.24
S 2.88349 0.06514 -0.85409 0.8 0.0 0.3 0.70
O 3.10666 -0.43588 -2.18126 0.0 -0.2 0.1 -0.28
O 1.86048 1.06598 -0.68845 0.2 -0.1 0.2 -0.29
C 4.40143 0.68175 -0.20883 -0.2 -0.1 -0.2 -0.19
C 4.66615 1.81364 0.59770 0.1 -0.2 -0.1 -0.33
C 3.69143 2.80637 1.11548 0.0 0.1 0.1 -0.03
N 5.95807 1.88320 0.85500 -0.1 0.7 0.5 0.08
N 6.52287 0.83609 0.24411 -0.5 -0.4 -0.4 0.03
C 5.62849 0.07548 -0.41631 0.1 0.0 0.0 -0.27
C 5.97332 -1.14937 -1.17117 0.1 -0.1 0.0 -0.01
C 2.15209 -2.48080 -0.42491 -0.1 -0.4 -0.4 -0.18
C 0.65244 -2.67108 -0.15793 -0.1 0.2 0.0 -0.11
C -4.45017 -0.69077 0.08467 0.0 -0.2 0.0 0.02
H -7.44808 -1.44753 -0.51914 -0.1 -0.1 0.0 0.08
H -7.56384 -0.80066 1.11371 -0.1 0.0 0.0 0.08
H -6.48258 -2.16102 0.77551 0.0 -0.1 0.0 0.08
H -7.09102 1.38304 -0.25219 -0.1 0.1 0.0 0.12
H -4.57445 3.86014 -1.41356 0.0 0.1 0.0 0.07
H -6.29512 3.44750 -1.45494 0.0 0.1 0.0 0.08
H -5.54336 3.94440 0.05776 0.0 0.1 0.0 0.08
H -2.94009 2.21461 -0.76688 0.1 0.1 0.0 0.11
H -1.44486 0.58311 -0.47348 0.0 -0.2 0.0 0.14
H 0.30642 -0.67692 -0.86202 -0.2 0.0 0.1 0.13
H 0.01598 -1.05594 2.14472 0.0 0.0 0.0 0.13
H 0.35652 0.43445 1.24829 0.0 0.0 0.1 0.11
H 2.57010 -0.01658 1.79006 0.0 -0.1 0.3 0.11
H 2.24265 -1.72845 2.11438 0.1 0.1 0.0 0.13
H 3.50152 2.62961 2.17389 -0.1 0.0 0.1 0.08
H 4.09574 3.81005 1.01266 0.0 0.1 0.0 0.08
H 2.75948 2.71852 0.56483 0.0 0.1 0.1 0.06
H 7.52095 0.70575 0.30378 -0.2 0.0 0.0 0.16
H 6.96487 -1.06760 -1.61160 0.0 0.0 -0.1 0.09
H 5.23256 -1.29685 -1.95274 0.1 -0.1 -0.1 0.07
H 5.95500 -2.01777 -0.51249 0.0 -0.1 0.0 0.09
H 2.35104 -2.40552 -1.49469 -0.1 -0.2 0.1 0.11
H 2.72912 -3.32033 -0.02064 0.0 0.1 -0.1 0.12
H 0.18776 -3.21521 -0.97973 0.0 -0.1 0.1 0.13
H 0.48517 -3.24306 0.75586 -0.1 0.0 0.0 0.12
H -4.20745 -1.71185 0.32523 0.0 0.0 0.0 0.10
```
Forces are in eV/Å.

Values from the calculation:
HOMO level in eV: -8.25
Energy above the lowest of the compared OMol25 structures with the same formula, charge and spin in eV: 1.995
SMILES: Cc1cc(C)cc(NC(=O)C2CCN(S(=O)(=O)c3c(C)n[nH]c3C)CC2)c1
Frontier orbital gap in Eh: 0.3278

***

Record 2
Entry from the Open Molecules 2025 dataset: C24H34Hg2NO11 as an isolated structure (wB97M-V/def2-TZVPD).

Structure (XYZ):
```
72
Properties=species:S:1:pos:R:3:forces:R:3:lowdin_charge:R:1
Hg 3.04999 -1.71347 0.57495 -0.6 -0.3 0.5 1.22
Hg 1.82961 -1.48438 -3.00449 -3.0 0.3 -0.3 1.42
C -0.69889 0.64713 0.22332 1.2 -1.0 0.2 -0.02
C 0.08863 -0.71375 0.47540 -0.8 1.0 -0.2 -0.29
O 0.99513 -1.27200 -0.47559 -0.2 0.6 1.0 -0.33
H -1.60196 0.74795 0.82533 -0.1 -0.8 0.0 0.09
H -0.96558 0.82893 -0.81779 0.3 0.0 0.0 0.06
H -0.07600 1.43440 0.64797 0.1 0.1 -0.7 0.04
H -0.54687 -1.53818 0.79871 -0.7 -0.6 -0.7 0.14
H 0.52167 -0.66107 1.47430 0.8 0.3 0.1 0.10
C 0.73629 6.38869 4.08615 0.2 -0.4 0.2 0.11
C -0.09103 5.83343 3.03545 0.3 2.0 -0.2 0.08
C 0.38397 4.87404 2.20904 1.0 -2.8 -0.3 0.05
C 1.60168 4.18630 2.53720 -1.8 2.2 -0.1 0.01
C 2.36021 4.67039 3.63816 0.3 0.7 0.7 0.13
C 1.93610 5.78240 4.37783 0.3 -1.0 0.1 0.03
N 2.20734 3.11339 1.72560 0.9 0.2 1.4 -0.32
O 1.62551 2.80705 0.73619 -1.0 -0.4 -1.7 0.08
O 3.24627 2.61940 2.11976 -0.4 0.3 0.1 0.15
H 0.51314 7.26588 4.67534 -0.7 0.1 -0.2 0.16
H -0.95514 6.35997 2.65803 -0.4 0.1 0.6 0.15
H -0.32268 4.61111 1.43579 0.6 -0.5 -0.4 0.13
H 3.28679 4.13964 3.79984 0.2 0.2 0.5 0.14
H 2.43694 6.16931 5.25296 0.7 -0.2 -0.2 0.15
O 1.22028 0.84746 -2.90612 -0.7 1.6 -0.1 -0.03
C 1.28644 2.07745 -2.65480 -1.9 -1.1 3.3 -0.35
O 0.17944 2.83873 -2.31316 0.1 -3.2 -1.9 0.03
C 0.48080 4.14702 -1.83276 0.7 -0.2 -0.6 -0.11
C 1.99961 4.18351 -2.02976 0.1 3.0 1.8 -0.13
C 2.50268 2.81641 -2.30105 0.1 -0.1 -1.7 -0.08
H 0.14949 4.21276 -0.79642 0.2 -0.3 0.0 0.10
H -0.08705 4.91443 -2.35882 0.1 -0.3 -0.5 0.15
H 2.32881 4.53053 -1.05032 0.7 0.0 -0.1 0.11
H 2.29224 4.99458 -2.69658 0.1 -0.4 -0.4 0.14
H 3.09164 2.39702 -1.48537 -0.2 -0.4 -0.3 0.14
H 2.99500 2.68698 -3.26489 1.1 0.6 0.1 0.16
O 1.97559 -2.33814 2.60026 -0.1 -0.1 -0.4 -0.10
C 1.40254 -2.98793 3.48128 0.9 1.5 2.4 -0.40
O 1.23541 -2.37142 4.69333 1.6 0.7 -2.7 0.05
C 0.55995 -3.16670 5.62383 -1.8 -1.6 -0.3 -0.14
C -0.13578 -4.19116 4.71583 0.2 -1.4 1.2 -0.12
C 0.84224 -4.35490 3.52415 -1.3 0.3 0.0 -0.04
H -0.20578 -2.58455 6.13653 0.5 0.2 0.2 0.14
H 1.19410 -3.72932 6.30897 0.5 0.7 0.0 0.15
H -1.17690 -3.92628 4.53141 0.2 0.0 -0.6 0.13
H -0.12895 -5.09685 5.32226 -0.5 -0.3 -0.4 0.13
H 0.39655 -4.58294 2.55592 -0.1 -0.2 0.1 0.13
H 1.57470 -5.13141 3.74471 0.3 0.2 0.0 0.15
O -0.35030 -1.16167 -4.38038 -0.1 1.2 0.6 -0.01
C -1.34937 -0.45181 -4.13612 -0.7 0.9 0.0 -0.45
O -1.69594 0.64672 -4.79182 1.4 -0.1 -0.4 0.08
C -2.94815 1.26540 -4.37811 -1.1 -0.2 -0.3 -0.09
C -3.48792 0.42650 -3.22877 0.8 -1.2 0.6 -0.09
C -2.46165 -0.76881 -3.16745 0.2 0.5 -0.2 -0.06
H -3.66574 1.25033 -5.19843 0.5 -0.4 -0.4 0.14
H -2.86329 2.33411 -4.18126 0.9 -0.2 0.3 0.13
H -4.49315 0.03861 -3.39358 0.1 0.2 -0.2 0.13
H -3.52622 0.97570 -2.28803 0.2 -0.1 0.0 0.11
H -2.80059 -1.68438 -3.65219 -0.6 -0.3 0.6 0.14
H -2.00553 -0.95606 -2.19534 -0.3 -0.3 0.1 0.10
O 0.54929 -3.42750 -2.40879 0.0 0.2 0.2 -0.05
C -0.27402 -4.36244 -2.29410 2.0 0.0 -1.2 -0.37
O -0.01169 -5.56235 -2.84475 0.8 3.0 0.3 0.12
C -1.06730 -6.41772 -2.52624 -0.7 -2.2 -0.9 -0.17
C -2.18799 -5.56988 -2.08723 -1.4 -1.4 1.4 -0.15
C -1.60664 -4.29072 -1.58778 0.4 0.0 -0.6 -0.04
H -0.71931 -7.16799 -1.81625 0.2 0.3 0.2 0.15
H -1.51750 -6.97831 -3.34551 1.2 -0.1 -0.6 0.16
H -2.47866 -6.28183 -1.31474 -1.6 0.9 0.4 0.14
H -2.92567 -5.46215 -2.88243 0.0 0.1 0.3 0.14
H -1.47308 -4.24172 -0.50710 0.1 0.1 0.0 0.14
H -2.17378 -3.43388 -1.95149 0.2 0.1 0.3 0.12
```
Forces are in eV/Å.

Values from the calculation:
Multiplicity: 2
HOMO level (alpha / beta) in eV: -19.84 / -19.84
Charge: +4
Frontier orbital gap (alpha / beta) in Eh: 0.1898 / 0.1733

***

Record 3
Entry from the Open Molecules 2025 dataset: the molecule C4H5NO (wB97M-V/def2-TZVPD).

Structure (XYZ):
```
11
Properties=species:S:1:pos:R:3:forces:R:3:lowdin_charge:R:1
H 1.02557 1.00280 2.18231 0.0 0.0 -0.1 0.06
N 0.74238 0.75732 1.23751 -0.3 0.2 0.0 0.13
C -0.45826 1.08348 1.02386 0.2 0.1 0.2 -0.31
O -1.07406 0.85371 -0.15113 0.1 0.2 0.1 -0.06
C -0.26744 0.18985 -1.12039 0.2 0.2 -0.2 -0.21
C 0.07437 -1.15378 -0.72557 0.1 -0.1 0.1 -0.11
C 0.18730 -2.33730 -0.43267 -0.6 0.7 -0.4 0.04
H -1.15089 1.58007 1.70707 0.1 -0.1 0.0 0.13
H 0.64819 0.73870 -1.33236 0.0 0.3 0.0 0.13
H -0.88338 0.13835 -2.02607 0.2 0.0 0.2 0.14
H -0.72378 -2.80177 -0.78109 0.0 -1.4 0.2 0.05
```
Forces are in eV/Å.

Values from the calculation:
HOMO level in eV: -10.07
Energy above the lowest of the compared OMol25 structures with the same formula, charge and spin in eV: 3.743
SMILES: [H]/N=C/OCC#C
Frontier orbital gap in Eh: 0.4008

***

Record 4
Entry from the Open Molecules 2025 dataset: a 3-piece molecular cluster, C2H10N4S overall (wB97M-V/def2-TZVPD).

Structure (XYZ):
```
17
Properties=species:S:1:pos:R:3:forces:R:3:lowdin_charge:R:1
C -2.56649 10.20105 -0.34302 -0.1 0.2 0.1 0.17
C 2.06147 -7.78941 1.85722 0.6 0.0 1.7 -0.04
N -2.35351 8.94262 -0.33984 -0.6 0.1 0.7 -0.05
N 2.04374 -8.68477 -0.29955 0.6 0.0 1.8 -0.41
N -1.56461 8.25685 -1.14992 0.7 -0.5 -1.0 0.13
N 1.60231 -7.88344 0.52094 -3.8 3.1 -3.4 -0.15
S 1.66646 -8.85586 -1.84535 -0.5 0.1 -0.8 0.98
H -2.06511 10.85881 -1.03401 0.2 -0.1 -0.2 0.12
H -3.26360 10.62477 0.36213 -0.1 -0.2 0.1 0.12
H 2.84819 -8.52703 2.02597 -0.1 0.1 -0.1 0.11
H 2.44508 -6.78435 2.05003 0.0 -0.1 -0.2 0.11
H 1.23683 -7.96664 2.55251 0.0 0.0 -0.2 0.11
H -2.86136 8.35391 0.33152 0.2 0.3 -0.2 0.21
H -1.38762 7.27882 -0.98242 -0.2 0.2 0.2 0.14
H -1.00217 8.75104 -1.82894 -0.1 0.0 0.2 0.15
H 0.62607 -6.90408 0.15383 3.3 -3.4 1.2 0.35
H 2.53434 -9.87231 -2.03109 -0.1 0.1 0.0 -0.06
```
Forces are in eV/Å.

Values from the calculation:
HOMO level in eV: -16.48
Charge: +2
Energy above the lowest of the compared OMol25 structures with the same formula, charge and spin in eV: 1.116
Frontier orbital gap in Eh: 0.3684

***

Record 5
Entry from the Open Molecules 2025 dataset: a 11-piece molecular cluster, C18H58O11 overall (wB97M-V/def2-TZVPD).

Structure (XYZ):
```
87
Properties=species:S:1:pos:R:3:forces:R:3:lowdin_charge:R:1
C -5.18897 -0.30585 -1.36971 -0.5 -0.4 -1.0 -0.08
C -3.77922 -0.51206 -0.84971 -1.0 -0.8 -0.4 -0.34
O -3.73281 -0.10656 0.47246 0.6 1.1 1.5 -0.09
H -5.56181 0.70794 -1.22579 0.3 0.0 0.2 0.08
H -5.91306 -1.00019 -0.94062 0.1 0.0 0.5 0.07
H -5.29091 -0.52707 -2.43356 0.3 0.1 -0.2 0.07
H -3.05825 0.02969 -1.46161 0.1 0.1 0.3 0.10
H -3.52114 -1.57190 -0.79325 0.1 -0.3 -1.0 0.11
H -4.36729 -0.64056 0.95681 -0.1 0.1 0.1 0.08
C 4.29231 0.10343 1.11568 -0.7 0.5 -0.6 -0.07
C 4.73681 -0.21749 -0.30817 0.1 0.8 0.1 -0.32
O 4.56331 -1.58130 -0.59909 0.0 -0.9 0.2 -0.08
H 3.95478 1.13872 1.18565 0.4 0.3 -0.2 0.07
H 5.05307 -0.03474 1.88254 -0.2 -0.5 -0.1 0.08
H 3.34305 -0.40089 1.29450 0.4 -0.6 0.4 0.04
H 5.77994 0.07730 -0.43564 0.2 0.0 0.0 0.11
H 4.14910 0.33142 -1.04620 -0.1 0.4 0.2 0.09
H 5.01999 -1.76968 -1.42246 0.0 -0.1 0.0 0.08
C 2.46256 1.52873 -4.71841 -0.9 -0.2 -0.6 -0.10
C 2.71278 2.17519 -3.36184 0.4 -2.1 -0.7 -0.29
O 1.56869 2.08650 -2.49335 1.0 1.7 -0.8 -0.08
H 3.27176 1.70272 -5.42863 0.2 0.2 0.1 0.07
H 1.53891 1.87694 -5.18278 0.0 0.3 0.0 0.06
H 2.33495 0.44708 -4.66410 0.1 -0.1 0.3 0.04
H 3.20118 3.12538 -3.57878 -1.1 0.8 0.8 0.11
H 3.57877 1.59121 -3.04121 0.0 -0.1 1.0 0.09
H 1.46140 1.24557 -2.03682 0.3 -0.5 -0.1 0.03
C -1.87706 -2.02048 2.91799 -0.3 1.0 -0.2 -0.09
C -1.16885 -3.33015 2.72278 -0.1 0.2 0.2 -0.31
O -0.25981 -3.40802 3.81852 0.2 -0.7 -0.1 -0.08
H -2.47737 -1.97894 3.82766 -0.1 -0.5 0.1 0.08
H -2.52932 -1.71961 2.09756 0.0 -0.1 -0.1 0.05
H -1.16634 -1.20870 3.07735 0.2 -0.1 -0.3 0.06
H -0.61875 -3.44058 1.78750 0.0 0.5 -0.1 0.09
H -1.90396 -4.13689 2.69788 0.0 -0.3 0.4 0.11
H 0.57002 -3.74015 3.46702 0.1 -0.1 0.2 0.08
C 1.70342 -0.74813 5.20939 0.4 0.1 0.0 -0.07
C 0.53544 -0.16182 6.01439 0.1 0.0 -1.3 -0.34
O 0.68678 -0.31904 7.38767 0.2 -0.2 0.9 -0.07
H 1.71855 -0.43097 4.16618 -0.4 0.0 -0.1 0.06
H 1.74158 -1.83785 5.22442 -0.4 -0.1 0.0 0.06
H 2.67565 -0.44069 5.59711 -0.1 0.3 0.3 0.07
H -0.40856 -0.61624 5.70744 -0.1 -0.1 -0.3 0.10
H 0.42942 0.90577 5.81908 0.2 0.1 0.1 0.10
H 0.72311 -1.26658 7.54296 0.0 0.0 0.3 0.09
C 2.34057 -2.38355 -4.16213 0.6 -1.4 0.4 -0.08
C 0.91531 -2.72919 -3.80547 0.1 1.0 -0.4 -0.28
O 0.21053 -1.49351 -3.63399 -0.3 0.1 0.0 -0.11
H 2.85917 -3.34459 -4.15086 0.2 -0.1 0.0 0.08
H 2.85241 -1.78991 -3.40507 -0.2 0.4 -0.2 0.07
H 2.47333 -2.04800 -5.18989 -0.3 0.6 0.2 0.08
H 0.80215 -3.27908 -2.87073 0.3 -0.4 -0.1 0.10
H 0.52815 -3.28071 -4.66296 -0.4 -0.2 0.2 0.12
H -0.73281 -1.64122 -3.74283 -0.1 0.0 -0.1 0.09
C 0.65290 0.36370 1.18592 -0.3 0.7 -1.2 -0.06
C -0.14946 -0.15557 -0.02935 -0.7 0.1 1.3 -0.29
O 0.67940 -0.25779 -1.15162 1.3 -0.2 -0.1 -0.09
H 1.36880 -0.36568 1.56206 -0.4 -0.1 0.2 0.05
H -0.02132 0.77004 1.93983 0.0 -0.5 0.2 0.06
H 1.23465 1.22942 0.86438 0.2 0.1 -0.1 0.07
H -1.01559 0.46355 -0.26735 0.1 0.5 0.2 0.09
H -0.59751 -1.09818 0.29238 0.2 -0.5 -0.3 0.10
H 0.32998 -0.78541 -1.87774 -0.3 -0.1 -0.2 0.05
C -1.36222 1.72032 -3.97559 1.3 -1.7 -0.6 -0.08
C -2.60371 1.32406 -4.81110 1.6 1.1 0.8 -0.30
O -3.36204 2.51162 -4.84818 -1.8 -0.1 0.0 -0.09
H -1.49777 1.78917 -2.89648 -0.7 0.7 -0.2 0.07
H -0.80393 2.55090 -4.40756 -0.6 0.5 0.2 0.07
H -0.54442 0.99506 -3.98093 -0.2 -0.7 -0.4 0.03
H -3.12652 0.50026 -4.32457 -0.5 0.4 0.1 0.09
H -2.40037 0.98432 -5.82765 0.4 0.0 0.0 0.11
H -3.02963 3.13206 -5.50022 0.3 -0.2 0.0 0.08
C -2.53721 2.18580 3.73517 0.8 -1.6 -0.3 -0.08
C -1.39066 3.17248 3.90104 -1.8 0.0 0.6 -0.32
O -1.87036 4.26499 3.15690 0.6 1.4 -0.2 -0.09
H -2.46532 1.75583 2.73462 0.1 -0.4 0.0 0.06
H -3.55750 2.56711 3.75140 0.4 0.7 0.5 0.08
H -2.46942 1.38907 4.47700 0.0 -0.2 -0.1 0.07
H -0.39907 2.88848 3.54618 -0.1 -0.6 0.0 0.11
H -1.32010 3.45955 4.95168 0.2 0.0 0.1 0.11
H -1.43375 5.02458 3.55188 -0.1 0.5 -0.5 0.09
O -1.49959 3.13514 0.28074 0.0 -0.2 -0.2 -0.04
H -0.54504 3.21198 0.23226 0.2 0.0 -0.1 0.03
H -1.71175 3.34282 1.19329 -0.1 0.3 0.3 -0.01
O 1.59178 -3.30972 0.18941 -0.1 -0.2 0.2 -0.05
H 0.95057 -3.85170 -0.27345 -0.1 -0.1 -0.1 0.03
H 1.67357 -2.51891 -0.34926 0.2 0.4 -0.1 0.01
```
Forces are in eV/Å.

Values from the calculation:
HOMO level in eV: -9.78
Energy above the lowest of the compared OMol25 structures with the same formula, charge and spin in eV: 4.115
SMILES: CCO.CCO.CCO.CCO.CCO.CCO.CCO.CCO.CCO.O.O
Frontier orbital gap in Eh: 0.3658

***

Record 6
Entry from the Open Molecules 2025 dataset: the molecule C5H13N2O (wB97M-V/def2-TZVPD).

Structure (XYZ):
```
21
Properties=species:S:1:pos:R:3:forces:R:3:lowdin_charge:R:1
C 0.17834 -0.71038 -1.37274 2.3 0.1 -1.9 -0.21
N -0.84987 0.37539 -1.75360 0.6 -3.0 1.2 -0.09
C -0.32156 1.68744 -1.54471 2.2 0.5 0.9 -0.36
N -0.22900 2.15188 -0.15493 2.7 -2.0 2.2 0.00
C -0.27314 -1.67204 -0.19892 -0.4 2.1 -1.6 -0.19
C 0.67187 -1.79073 0.99007 -1.2 0.1 3.6 -0.16
C 0.24423 -0.64139 2.02311 -1.4 -4.1 1.2 -0.40
O 0.60506 0.55448 1.79819 1.8 2.7 0.0 -0.02
H 1.23223 -0.24975 -1.22108 -1.9 -0.2 0.5 0.12
H 0.50508 -1.30672 -2.32922 -1.3 0.7 1.5 0.12
H -1.62730 0.16478 -1.07537 0.8 0.9 -1.2 0.09
H -0.87927 2.38754 -2.12225 -0.6 0.7 -0.3 0.08
H 0.77988 1.74069 -1.97445 -2.2 -0.3 0.8 0.14
H -1.02906 2.34744 0.41361 -1.2 0.2 -0.7 0.04
H 0.31972 1.43245 0.60764 -1.3 2.2 -3.0 0.08
H -1.30677 -1.17100 -0.04455 1.5 -1.3 1.1 0.12
H -0.49723 -2.60001 -0.64249 -0.2 -1.3 -0.4 0.08
H 1.75612 -1.68832 0.96467 0.0 0.4 -1.3 0.10
H 0.65213 -2.74091 1.68888 -0.8 1.3 -1.9 0.13
H -0.86542 -0.62368 2.31488 0.7 -0.6 -0.5 0.15
H 0.67309 -1.05667 3.01308 -0.1 0.9 -0.6 0.17
```
Forces are in eV/Å.

Values from the calculation:
Multiplicity: 2
HOMO level (alpha / beta) in eV: -8.47 / -8.31
Energy above the lowest of the compared OMol25 structures with the same formula, charge and spin in eV: 3.793
Frontier orbital gap (alpha / beta) in Eh: 0.3444 / 0.2217

***

Number 1: F_max 0.0211 Eh/bohr, electronic energy -43063.7289 eV. Number 2: F_max 0.0775 Eh/bohr, electronic energy -57750.3015 eV. Number 3: F_max 0.0284 Eh/bohr, electronic energy -7762.7832 eV. Number 4: F_max 0.1159 Eh/bohr, electronic energy -19011.8700 eV. Number 5: F_max 0.0438 Eh/bohr, electronic energy -42125.4582 eV. Number 6: F_max 0.0877 Eh/bohr, electronic energy -10418.4919 eV.